{
  "formula": "C8H17N2",
  "method": "wB97M-V/def2-TZVPD",
  "species": ["C", "C", "C", "C", "C", "C", "C", "C", "N", "N", "H", "H", "H", "H", "H", "H", "H", "H", "H", "H", "H", "H", "H", "H", "H", "H", "H"],
  "xyz": [[-1.652, -0.840, 0.810], [-0.334, 1.177, -0.259], [-1.816, 0.999, -0.609], [2.083, 0.125, 1.437], [1.953, -1.704, -0.272], [2.625, 0.558, -0.864], [-3.921, -0.349, 0.017], [1.667, -0.204, 0.024], [0.377, 0.038, -0.454], [-2.428, -0.111, 0.149], [-1.875, -1.714, 1.314], [-0.086, 1.820, -1.245], [-0.132, 1.797, 0.571], [-2.403, 1.957, -0.412], [-2.032, 0.852, -1.596], [3.136, 0.593, 1.375], [1.415, 0.683, 2.190], [2.319, -0.881, 1.983], [1.229, -2.220, 0.371], [2.913, -1.856, 0.130], [1.759, -1.928, -1.243], [2.311, 1.640, -0.608], [3.684, 0.333, -0.700], [2.208, 0.486, -1.927], [-4.321, -0.813, 0.933], [-4.122, -0.965, -0.910], [-4.556, 0.528, -0.206]],
  "charge": 1,
  "de_lowest_ev": 6.886,
  "gap_ev": [7.268, 8.739],
  "multiplicity": 1,
  "lumo_ev": [-5.754, -4.817],
  "fmax_ev_per_a": 4.57
}

---

{
  "formula": "C8H17N3",
  "method": "wB97M-V/def2-TZVPD",
  "species": ["C", "C", "N", "C", "N", "C", "N", "C", "C", "C", "C", "H", "H", "H", "H", "H", "H", "H", "H", "H", "H", "H", "H", "H", "H", "H", "H", "H"],
  "xyz": [[-0.248, -2.156, 1.271], [-0.634, -0.688, 1.277], [-0.327, 0.026, 2.472], [0.889, 0.473, 2.696], [1.846, 0.674, 1.714], [1.475, 0.488, 0.423], [0.284, 0.057, 0.026], [-0.278, 0.282, -1.305], [0.801, 0.571, -2.254], [-1.033, -0.898, -1.804], [-1.114, 1.635, -1.202], [-1.074, -2.678, 1.574], [0.515, -2.261, 1.941], [0.096, -2.483, 0.343], [-1.599, -0.520, 0.876], [-1.037, 0.440, 3.137], [1.121, 0.806, 3.741], [2.867, 0.957, 2.022], [2.184, 0.990, -0.277], [1.394, 1.488, -2.014], [1.501, -0.267, -2.144], [0.414, 0.625, -3.173], [-2.011, -1.039, -1.321], [-0.443, -1.732, -1.700], [-1.277, -0.810, -2.899], [-1.394, 1.901, -0.227], [-0.753, 2.603, -1.668], [-2.164, 1.513, -1.529]],
  "charge": 2,
  "smiles": "C[C@H]1[NH+]=C[NH+]=CN1C(C)(C)C",
  "de_lowest_ev": 1.522,
  "gap_ev": 9.175,
  "multiplicity": 1,
  "lumo_ev": -9.610,
  "fmax_ev_per_a": 5.18
}

---

{
  "formula": "C8H17N3O",
  "method": "wB97M-V/def2-TZVPD",
  "species": ["C", "C", "C", "N", "O", "C", "C", "C", "C", "C", "N", "N", "H", "H", "H", "H", "H", "H", "H", "H", "H", "H", "H", "H", "H", "H", "H", "H", "H"],
  "xyz": [[0.180, 0.164, 2.799], [-0.033, -0.837, 1.967], [-1.002, -1.983, 2.234], [0.872, -1.134, 0.787], [1.530, -2.214, 0.928], [1.185, -0.335, -0.214], [2.358, -0.689, -1.075], [0.094, 0.521, -0.982], [-0.840, -0.449, -1.845], [0.517, 1.587, -2.063], [-0.681, 1.240, 0.075], [-1.938, 1.921, -0.155], [0.785, 0.929, 2.468], [-0.581, 0.396, 3.553], [-1.898, -1.493, 2.693], [-0.599, -2.752, 2.860], [-1.369, -2.460, 1.286], [1.821, -0.762, -1.988], [2.669, -1.698, -0.890], [3.096, 0.087, -0.739], [-0.580, -0.307, -2.941], [-1.859, -0.219, -1.642], [-0.676, -1.455, -1.551], [0.712, 1.192, -2.998], [1.398, 2.122, -1.751], [-0.456, 2.195, -2.035], [-0.095, 1.688, 0.788], [-1.984, 3.078, -0.075], [-2.626, 1.669, 0.507]],
  "charge": 0,
  "smiles": "C=C(C)/[N+]([O-])=C(/C)C(C)(C)NN",
  "de_lowest_ev": 6.070,
  "gap_ev": [8.800, 8.798],
  "multiplicity": 1,
  "lumo_ev": [0.704, 0.704],
  "fmax_ev_per_a": 3.97
}

---

{
  "formula": "C8H17N3O2S",
  "method": "wB97M-V/def2-TZVPD",
  "species": ["C", "C", "C", "C", "C", "C", "C", "C", "N", "N", "N", "O", "O", "S", "H", "H", "H", "H", "H", "H", "H", "H", "H", "H", "H", "H", "H", "H", "H", "H", "H"],
  "xyz": [[0.305, -1.477, 1.095], [-1.875, -2.083, 0.517], [1.568, 0.663, -1.793], [-0.504, 1.918, -1.623], [-0.070, -0.951, 2.453], [-2.328, -1.564, 1.904], [2.266, 1.824, -0.975], [0.117, 2.695, -0.414], [1.487, -2.203, -1.690], [-0.803, -1.131, 0.172], [0.198, 0.675, -1.429], [-1.249, -1.722, 2.773], [1.443, 2.980, -0.781], [-0.518, -0.799, -1.511], [1.242, -1.064, 0.647], [0.435, -2.643, 1.171], [-1.477, -3.087, 0.429], [-2.473, -2.089, -0.330], [1.626, 0.983, -2.919], [1.971, -0.334, -1.698], [-1.688, 1.958, -1.539], [-0.333, 2.482, -2.506], [0.593, -1.073, 3.229], [-0.279, 0.055, 2.530], [-2.617, -0.537, 2.005], [-3.266, -2.248, 2.207], [2.303, 1.431, 0.094], [3.274, 2.026, -1.547], [-0.183, 3.651, -0.240], [0.248, 2.115, 0.514], [1.713, -2.125, -2.675]],
  "charge": 0,
  "de_lowest_ev": 4.009,
  "gap_ev": [7.853, 7.895],
  "multiplicity": 1,
  "lumo_ev": [-0.389, -0.271],
  "fmax_ev_per_a": 4.60
}

---

{
  "formula": "C8H17N5O3",
  "method": "wB97M-V/def2-TZVPD",
  "species": ["H", "N", "C", "N", "N", "C", "C", "C", "C", "N", "C", "O", "N", "C", "C", "O", "O", "H", "H", "H", "H", "H", "H", "H", "H", "H", "H", "H", "H", "H", "H", "H", "H"],
  "xyz": [[3.871, 0.985, -0.987], [4.242, 0.039, -1.084], [3.859, -0.899, -0.297], [4.192, -2.217, -0.416], [2.944, -0.760, 0.829], [2.130, 0.431, 1.394], [0.730, 0.454, 0.685], [0.572, 0.871, -0.805], [-0.799, 1.576, -0.879], [-0.783, 2.763, -0.020], [-2.032, 0.706, -0.420], [-2.856, 1.275, 0.404], [-2.179, -0.559, -0.736], [-3.020, -1.489, 0.073], [-4.564, -1.307, -0.027], [-5.381, -2.226, -0.056], [-4.917, -0.085, -0.120], [3.985, -2.811, 0.364], [5.131, -2.245, -0.732], [2.312, -1.481, 0.939], [2.034, 0.362, 2.409], [2.592, 1.357, 1.140], [0.306, -0.539, 0.838], [0.177, 1.141, 1.321], [1.448, 1.522, -0.982], [0.708, -0.027, -1.393], [-1.001, 1.904, -1.909], [-0.967, 2.376, 0.866], [-1.622, 3.335, -0.125], [-1.394, -1.045, -1.233], [-2.796, -1.525, 1.147], [-2.702, -2.473, -0.379], [-4.219, 0.593, 0.193]],
  "charge": 0,
  "smiles": "[H]/N=C(/N)NCCC[C@H](N)C(=O)NCC(=O)O",
  "de_lowest_ev": 2.498,
  "gap_ev": 9.356,
  "multiplicity": 1,
  "lumo_ev": 0.148,
  "fmax_ev_per_a": 6.05
}

---

{
  "formula": "C8H17NO",
  "method": "wB97M-V/def2-TZVPD",
  "species": ["C", "C", "C", "C", "C", "C", "C", "C", "N", "H", "H", "H", "H", "H", "H", "H", "H", "H", "H", "H", "H", "H", "H", "H", "O", "H", "H"],
  "xyz": [[3.364, -2.468, 3.263], [2.730, -2.048, 1.941], [1.339, -1.372, 2.008], [0.284, -2.386, 2.470], [1.375, -0.184, 2.979], [1.040, -0.892, 0.570], [-0.353, -0.309, 0.321], [-0.531, 0.271, -1.024], [-0.411, 0.204, -2.225], [4.296, -3.019, 3.076], [3.613, -1.602, 3.892], [2.709, -3.132, 3.845], [3.418, -1.359, 1.424], [2.643, -2.936, 1.293], [0.548, -2.811, 3.448], [-0.704, -1.918, 2.585], [0.193, -3.215, 1.752], [2.167, 0.529, 2.702], [0.417, 0.356, 2.993], [1.566, -0.522, 4.006], [1.788, -0.132, 0.294], [1.187, -1.739, -0.118], [-1.129, -1.081, 0.437], [-0.585, 0.488, 1.045], [-0.411, 2.389, -1.282], [0.306, 2.494, -0.648], [-0.261, 1.764, -2.358]],
  "charge": 0,
  "de_lowest_ev": 3.545,
  "gap_ev": 9.913,
  "multiplicity": 1,
  "lumo_ev": 0.577,
  "fmax_ev_per_a": 5.98
}